The following is a DFT calculation (wB97M-V/def2-TZVPD) of 2 unconnected molecules or ions with the total composition C5H11N2 at a distorted geometry.

Calculated values
2S+1 = 1
frontier orbital gap (alpha / beta) = 8.726 / 8.726 eV
net charge = +1

Structure (XYZ):
```
18
Properties=species:S:1:pos:R:3:forces:R:3
C -1.19524 0.17229 -1.01044 0.59 1.61 -2.26
C -0.62706 0.49415 -2.16173 0.00 -1.16 0.87
C -2.29946 -0.15588 -0.16888 -0.01 -3.05 -0.31
C 1.19361 -1.49394 0.19754 -3.28 1.02 0.12
C 1.29591 1.29964 1.20451 6.74 2.68 2.18
N -0.08168 -1.25898 0.51687 4.28 -0.44 -1.22
N -0.77720 -0.12047 0.27016 -2.29 -0.91 0.74
H 0.44056 0.48250 -2.23467 0.51 0.23 0.12
H -1.13484 0.48915 -3.09298 -0.72 0.49 -0.45
H -2.97707 0.47169 0.38387 0.28 0.48 0.03
H -2.72300 -1.19120 -0.44035 0.64 1.50 0.80
H 1.78823 1.14584 2.19709 -1.50 -1.84 -0.16
H 1.61595 -2.38896 0.54577 0.28 -1.08 0.82
H 1.81746 -0.89987 -0.41386 -0.06 0.92 -0.76
H 0.38677 1.10069 0.79703 -1.64 -0.89 -0.43
H 1.31298 2.32626 1.48457 -0.85 1.75 -0.43
H 2.28462 1.37583 0.65205 -1.51 -0.71 -0.62
H -0.32053 -1.84874 1.27347 -1.46 -0.58 0.96
```
Forces are in eV/Å.

The following is a DFT calculation (wB97M-V/def2-TZVPD) of 10 unconnected molecules or ions with the total composition C5H31NO9S at a distorted geometry.

Calculated values
2S+1 = 2
frontier orbital gap (alpha / beta) = 2.488 / 8.134 eV
net charge = -1

Structure (XYZ):
```
47
Properties=species:S:1:pos:R:3:forces:R:3
C 2.04290 0.21948 -2.53961 -0.26 -0.23 -1.00
C 2.71237 0.01722 -1.20896 -0.44 0.06 1.48
S 3.42948 1.57623 -0.63448 0.45 1.05 -0.56
C 1.45534 -1.12239 -3.03716 1.42 0.93 0.52
N 0.41211 -1.58201 -2.18465 -0.88 -0.44 -0.38
C 0.06905 -2.98503 -2.39809 0.68 0.36 0.30
C -0.69487 -0.73878 -1.80500 -1.36 -0.41 1.17
H 1.24659 0.96371 -2.54771 -0.12 0.08 0.61
H 2.71050 0.65308 -3.28855 0.40 -0.42 0.02
H 3.40293 -0.82300 -1.16773 0.29 0.19 -0.41
H 1.96067 -0.22287 -0.45519 -0.10 -0.16 -0.13
H 4.42552 1.29528 0.22505 -0.42 -0.57 -0.07
H 1.30800 -1.02439 -4.12642 -0.64 -0.26 0.00
H 2.28367 -1.82666 -2.88473 -0.07 -0.23 -0.44
H 0.82582 -3.55976 -1.85141 -0.24 -0.43 -0.22
H 0.08005 -3.27663 -3.45327 0.08 0.04 -0.16
H -0.92083 -3.23217 -2.02935 -0.05 0.11 0.27
H -0.65969 0.30525 -2.05108 0.48 0.42 -0.43
H -0.85592 -0.76113 -0.71957 0.52 0.16 0.10
H -1.69624 -1.07510 -2.10132 0.21 -0.19 -0.88
H 0.35493 2.71803 2.37164 -0.13 -0.11 -0.80
H 1.29154 2.84759 3.47822 0.51 -0.10 0.00
O 1.29875 2.59061 2.54395 -0.50 0.56 0.94
H 1.33130 4.02050 -0.02812 0.10 0.02 0.08
H 0.79146 2.66615 -0.35450 0.29 -1.09 -0.07
O 0.51463 3.56012 -0.23436 -0.50 1.08 -0.01
H -4.43744 1.19679 -1.01968 -0.19 -0.02 0.11
H -2.94724 1.30461 -0.87383 -0.01 0.03 -0.05
O -3.64261 1.31559 -1.54575 0.25 -0.05 -0.04
H 0.38417 -1.79694 4.53787 -0.34 -0.30 0.03
H -0.67385 -2.16385 3.42956 -0.57 -0.45 0.19
O 0.04080 -1.58282 3.66665 0.99 0.93 -0.28
H -2.34081 2.32725 1.28674 0.53 -0.11 -0.47
H -2.22566 3.58155 0.30450 0.48 -0.52 -0.07
O -2.65536 3.20811 1.07552 -0.91 0.71 0.58
H 0.12784 0.82200 1.44567 0.02 -0.10 -0.15
H -1.26385 0.51871 1.95741 -0.36 -0.48 -0.07
O -0.79240 0.77668 1.14943 0.26 0.28 0.30
H -3.85181 -0.00377 2.71512 0.45 0.15 0.74
H -3.56295 -0.86860 1.63708 0.43 -0.63 -0.66
O -3.10466 -0.58067 2.44245 -0.68 0.48 -0.04
H -2.13882 -3.26037 1.83355 0.06 0.59 -0.25
H -1.40718 -3.11938 0.42268 -0.02 0.57 0.37
O -1.87975 -3.70195 1.01894 -0.11 -1.10 -0.15
H 2.31043 -0.54673 2.25335 -1.30 -0.66 0.49
H 2.21674 1.07643 2.50919 -0.57 -0.77 -0.16
O 2.72437 0.29405 2.23596 1.85 1.02 -0.32
```
Forces are in eV/Å.

The following is a DFT calculation (wB97M-V/def2-TZVPD) of a molecular structure, C29H39CdIOS5Si2Te2 at a distorted geometry.

Calculated values
2S+1 = 1
frontier orbital gap = 5.536 eV
net charge = -2

Structure (XYZ):
```
80
Properties=species:S:1:pos:R:3:forces:R:3
Cd 0.34891 1.54364 0.66279 0.67 0.58 -0.09
I 0.65785 0.43303 3.71009 0.28 -0.04 -0.24
C 2.63582 0.00154 3.04928 -0.39 0.07 0.36
C 3.51511 -0.26841 4.06035 -0.07 0.00 0.00
C 4.84114 -0.62990 3.76214 0.08 0.00 -0.07
C 5.23070 -0.73369 2.45933 0.04 0.02 0.08
C 4.32739 -0.46739 1.40521 -0.21 0.06 0.03
C 4.74597 -0.61908 0.06428 0.03 -0.03 -0.11
C 3.86847 -0.41512 -0.95893 0.14 -0.01 0.03
C 2.55973 0.02765 -0.68447 -0.07 -0.05 0.10
C 2.09673 0.23614 0.59631 -0.15 -0.05 -0.13
C 2.98023 -0.05843 1.67385 0.19 -0.16 -0.15
H 3.19032 -0.22487 5.09078 0.00 0.03 -0.01
H 5.53056 -0.83293 4.57275 0.02 -0.02 -0.02
H 6.24136 -1.03203 2.20130 0.01 0.00 0.03
H 5.77684 -0.89936 -0.12566 -0.03 -0.07 -0.01
H 4.18300 -0.56335 -1.98626 0.01 0.03 0.00
H 1.90924 0.23189 -1.53070 0.01 0.06 0.01
S 1.56276 5.83525 -0.88178 -0.04 0.19 -0.10
C 1.01374 4.39693 -0.23776 0.20 0.11 0.09
S 0.07157 3.30124 -1.20500 -0.32 -0.39 0.01
S 1.39417 3.90330 1.36752 -0.27 -0.24 0.24
C -5.30871 2.12248 1.43792 0.13 0.03 -0.17
Si -3.79348 2.87602 0.56429 -0.18 0.09 0.03
C -2.52099 3.20983 1.90606 -0.03 0.00 -0.26
C -4.35823 4.50191 -0.22652 0.11 -0.15 0.13
C -3.20038 1.76202 -0.83345 0.07 0.05 0.34
Te -2.11431 -0.04181 -0.27093 -0.98 0.23 0.28
C -3.99499 -0.99680 0.27048 0.30 0.03 -0.10
Si -4.97635 -1.74427 -1.15017 -0.31 -0.13 -0.15
C -4.28995 -3.43073 -1.63560 0.04 0.24 0.06
C -6.75592 -1.99114 -0.51915 0.21 0.04 -0.03
C -5.08509 -0.65440 -2.68909 0.11 -0.04 0.30
H -5.83719 2.88778 2.01221 0.04 0.03 0.01
H -5.00809 1.33460 2.13278 -0.02 0.03 0.01
H -6.01857 1.69218 0.72562 -0.01 0.01 0.01
H -2.89474 3.92125 2.64741 -0.12 -0.02 -0.02
H -1.60698 3.64192 1.49006 0.06 -0.04 0.01
H -2.26020 2.28903 2.43560 0.03 0.00 -0.03
H -4.77796 5.18387 0.51790 0.00 -0.01 0.00
H -5.11843 4.31995 -0.99065 -0.01 -0.01 0.01
H -3.51253 5.00111 -0.70499 0.02 -0.02 0.00
H -2.48894 2.32964 -1.43808 0.00 0.04 0.01
H -4.02636 1.46787 -1.48404 0.03 -0.01 0.04
H -4.57744 -0.23533 0.78765 0.04 -0.05 0.00
H -3.71462 -1.77153 0.98665 0.00 -0.03 -0.02
H -4.76515 -4.23137 -1.06360 0.01 0.02 0.03
H -3.22032 -3.46864 -1.42435 0.08 -0.05 0.01
H -4.43644 -3.63423 -2.69907 -0.04 0.02 0.00
H -6.76106 -2.55978 0.41443 0.01 0.00 -0.01
H -7.35740 -2.54070 -1.24828 0.02 0.00 -0.03
H -7.25108 -1.03508 -0.33022 0.03 0.01 0.01
H -4.08688 -0.43778 -3.07860 -0.01 0.02 -0.04
H -5.57923 0.29706 -2.47843 -0.02 -0.02 -0.01
H -5.65462 -1.16104 -3.47214 0.00 -0.06 0.03
C -1.05660 -5.71788 -1.25525 0.15 -0.01 0.13
O -1.17650 -4.41857 -0.69892 -0.18 -0.02 0.05
C -0.36308 -4.03353 0.33290 0.14 0.23 -0.41
S 0.86105 -5.02279 0.87742 -0.02 -0.31 0.04
S -0.66110 -2.45942 0.87243 -0.06 -0.19 0.28
H -1.88997 -5.82012 -1.95210 0.01 0.06 0.02
H -1.10585 -6.48489 -0.48266 -0.02 -0.01 0.03
H -0.10522 -5.83610 -1.77870 0.01 0.00 0.03
C 0.01689 -0.15107 -5.16402 0.01 0.24 0.25
Te -0.96211 0.23430 -3.21500 0.45 -0.48 -1.14
C -0.47579 -1.84202 -2.91340 -0.06 0.06 0.17
C -0.20908 -2.46143 -4.24845 -0.01 0.07 -0.12
C -0.20123 -3.84536 -4.40426 -0.01 -0.05 0.01
C 0.04799 -4.41829 -5.64149 0.01 0.01 0.04
C 0.28891 -3.60341 -6.73969 0.04 0.01 -0.09
C 0.27545 -2.22508 -6.59262 0.00 0.03 0.03
C 0.03089 -1.63960 -5.35184 -0.06 -0.12 0.02
H 1.03434 0.24476 -5.13806 -0.03 0.01 0.07
H -0.50717 0.34086 -5.98402 -0.06 0.04 0.09
H -1.29459 -2.34112 -2.39750 0.04 0.06 0.04
H 0.39931 -1.90760 -2.26361 -0.04 0.04 0.04
H -0.39737 -4.47079 -3.54032 0.03 0.05 -0.06
H 0.05664 -5.49651 -5.74817 -0.01 0.00 0.00
H 0.49094 -4.04040 -7.71111 -0.02 0.00 0.01
H 0.45858 -1.58293 -7.44770 0.00 -0.03 -0.02
```
Forces are in eV/Å.

The following is a DFT calculation (wB97M-V/def2-TZVPD) of a molecular structure, C23H29AsN2O5S7SbTi at a distorted geometry.

Calculated values
2S+1 = 1
frontier orbital gap (alpha / beta) = 7.144 / 7.143 eV
net charge = -1

Structure (XYZ):
```
69
Properties=species:S:1:pos:R:3:forces:R:3
Ti 1.44085 -0.22208 0.72010 2.41 0.66 1.07
S 5.69822 -0.63725 -0.46123 -0.33 0.59 -0.30
As 4.19545 0.77166 -0.70611 1.09 -0.91 1.57
S 2.40174 -0.15661 -1.42930 -0.73 -0.06 -0.60
S 3.13613 0.68660 1.84212 -1.08 -0.55 -0.97
S 4.44747 2.79559 -0.80660 0.09 0.37 -0.40
C -0.04970 5.13752 1.99650 1.24 -0.63 -0.49
C 0.77609 3.81435 1.86535 0.34 -0.32 -0.13
C 2.26602 4.13973 1.70397 -0.24 1.31 -0.53
Sb 0.40447 2.29126 0.25217 0.14 0.85 1.50
C -1.69845 2.23951 0.29989 -0.61 0.15 -0.65
C -2.47821 3.50089 -0.13294 0.05 0.56 0.52
C -1.99757 1.75369 1.73058 -2.66 -0.89 -0.89
C 0.96319 3.19804 -1.54605 -0.43 2.02 0.20
C 0.77390 4.77241 -1.39608 -1.19 -1.66 0.66
C 0.17315 2.62465 -2.69733 -1.37 -1.13 -0.07
H 0.39639 5.77187 2.75671 0.33 0.00 0.28
H -1.06337 5.03901 2.27980 -1.17 -0.51 0.22
H -0.02510 5.72959 1.08267 0.04 -0.12 -0.13
H 0.75001 3.18190 2.77599 -0.58 0.44 -0.32
H 2.53494 4.35806 0.66613 -0.04 0.32 0.17
H 2.92242 3.32920 1.92331 0.31 -0.62 0.61
H 2.50426 5.03687 2.31045 0.14 -0.49 -0.17
H -1.99988 1.47033 -0.39865 0.08 -0.49 -0.14
H -2.15347 4.37819 0.43985 0.02 -0.10 -0.09
H -3.51246 3.34914 0.15926 -0.40 -0.04 -0.04
H -2.49530 3.82718 -1.19995 0.40 -0.76 0.64
H -1.97299 2.58607 2.39994 -0.12 0.56 0.64
H -1.29389 1.01717 2.07520 0.33 -0.42 0.11
H -3.05547 1.22270 1.78116 1.99 1.20 -0.02
H 2.02225 2.98433 -1.58993 0.21 -0.07 -0.43
H -0.31169 4.99198 -1.23135 0.80 -0.11 0.04
H 1.02718 5.26228 -2.30380 0.54 0.50 -0.85
H 1.35251 5.15443 -0.54746 -0.19 0.03 -0.49
H -0.94873 2.59284 -2.56086 1.05 0.37 0.17
H 0.41191 1.57998 -2.94284 0.28 0.16 0.36
H 0.34080 3.15470 -3.61033 0.22 0.64 -0.65
O -4.51981 -2.22095 0.10762 -1.04 0.67 -0.17
S -3.24214 -2.84178 0.11134 0.14 -2.35 0.83
O -3.14544 -4.14223 0.73868 -0.24 0.05 -0.75
N -2.13158 -1.95027 0.79459 1.97 2.21 -0.42
C -1.27225 -1.47112 -0.09748 -0.91 -0.91 1.15
O -0.37453 -0.61189 0.18966 -0.76 -0.51 -0.84
C -1.48687 -2.00423 -1.48823 1.15 2.04 0.79
C -0.93636 -1.56057 -2.64613 0.29 -0.05 -1.64
C -1.51916 -1.93732 -3.86903 0.52 -0.34 1.74
C -2.59220 -2.78606 -3.87143 -0.97 -0.24 -0.23
C -3.13444 -3.22417 -2.65703 -0.74 -0.24 -2.36
C -2.58517 -2.76989 -1.53036 -1.13 -1.12 1.80
H -0.06268 -0.95208 -2.69660 0.48 0.45 0.33
H -1.05149 -1.61655 -4.74681 0.40 0.52 -1.32
H -3.11812 -3.02750 -4.80028 0.38 -0.11 0.27
H -4.03186 -3.80281 -2.69892 -0.38 -0.35 0.31
O 1.35933 -3.33612 -1.33140 -0.44 -0.43 -0.35
S 2.22958 -3.51592 -0.21190 3.08 -0.79 -0.52
O 3.66160 -3.72085 -0.49731 -2.61 0.50 0.81
N 1.88390 -2.27982 0.81511 -0.15 0.21 0.73
C 1.20312 -2.65229 1.89278 -0.48 -0.74 0.44
S 0.51113 -1.54248 2.94967 0.64 -0.16 -0.56
C 1.04359 -4.15167 1.99334 -0.57 1.30 -0.43
C 0.22430 -4.84758 2.85435 0.11 -0.59 0.53
C 0.25982 -6.25754 2.75634 -0.17 1.73 -0.18
C 1.00761 -6.90184 1.77529 0.11 -0.39 0.48
C 1.75201 -6.16375 0.85335 -0.98 1.30 0.39
C 1.66854 -4.76130 0.93387 0.31 -1.39 -0.02
H -0.41042 -4.27114 3.55944 0.57 -0.70 -0.39
H -0.34196 -6.79791 3.44635 -0.35 -0.60 0.31
H 0.96573 -8.00673 1.80214 0.32 0.77 -0.39
H 2.30315 -6.60142 0.06867 0.49 -0.59 -0.75
```
Forces are in eV/Å.

- Which of these has the highest 2S+1?
  C5H31NO9S

- What is the formula in the second record?
  C5H31NO9S